1.
{"formula": "C27H33B3F15N2O15PS", "method": "ωB97M-V/def2-TZVPD", "de_lowest_kj_mol": 410.5, "gap_ev": 8.32, "homo_energy_ev": -9.144, "elements": ["N", "P", "O", "O", "B", "O", "B", "N", "C", "S", "O", "B", "C", "C", "C", "C", "C", "C", "O", "H", "H", "H", "H", "H", "H", "H", "H", "C", "C", "O", "C", "O", "C", "F", "F", "F", "H", "H", "H", "H", "H", "C", "C", "O", "C", "O", "C", "F", "F", "F", "H", "H", "H", "H", "H", "C", "C", "O", "C", "O", "C", "F", "F", "F", "H", "H", "H", "H", "H", "C", "C", "O", "C", "O", "C", "F", "F", "F", "H", "H", "H", "H", "H", "C", "C", "O", "C", "O", "C", "F", "F", "F", "H", "H", "H", "H", "H"], "xyz": [[2.10198, 5.47020, -3.43368], [1.48987, 4.16032, -4.16325], [0.06756, 4.50097, -5.05464], [2.70932, 3.58804, -5.23504], [1.21347, 2.84725, -2.80045], [0.60988, 3.05080, -1.51138], [1.63943, 2.66145, -0.53619], [1.76641, 3.57644, 0.66540], [2.71182, 4.42978, 0.38950], [4.25010, 5.08098, 0.28746], [2.50652, 1.50307, -0.73470], [2.84293, 1.40373, -2.13563], [4.31541, 1.26574, -2.76798], [4.42809, 0.37905, -4.06703], [5.74336, 0.16459, -4.84485], [7.01572, 0.88887, -4.28851], [6.90888, 1.75050, -2.99471], [5.57559, 1.97112, -2.20400], [1.70656, 1.49448, -3.06783], [2.12581, 5.22022, -2.42315], [-0.03770, 3.72595, -5.66716], [3.21833, 4.38648, -5.50257], [3.47235, -0.10891, -4.47079], [5.72531, -0.47252, -5.78473], [7.97837, 0.75115, -4.88900], [7.84382, 2.28170, -2.62562], [5.50726, 2.62111, -1.26485], [-0.29744, -1.14923, -2.21431], [0.10385, -2.02977, -3.38111], [0.56348, -3.30962, -2.91887], [-0.39643, -4.20694, -2.61329], [-1.57798, -3.99336, -2.70296], [0.22917, -5.53182, -2.18424], [1.24650, -5.36493, -1.31344], [0.73318, -6.21187, -3.23646], [-0.65313, -6.35253, -1.58579], [0.52378, -1.06405, -1.49774], [-0.57027, -0.15071, -2.56106], [-1.14800, -1.57217, -1.67469], [0.93857, -1.57081, -3.91595], [-0.71305, -2.14702, -4.09862], [-0.92222, 3.33759, 2.51741], [-2.21514, 3.76193, 3.18847], [-1.94649, 4.40561, 4.44502], [-1.58986, 5.70481, 4.37936], [-1.48595, 6.32907, 3.35503], [-1.38266, 6.27229, 5.78142], [-0.65751, 5.45094, 6.56966], [-2.55629, 6.47641, 6.41802], [-0.74164, 7.45523, 5.77312], [-0.32810, 2.71269, 3.18965], [-1.12669, 2.77949, 1.60356], [-0.30827, 4.20373, 2.26270], [-2.81854, 2.88233, 3.40943], [-2.81384, 4.40844, 2.54056], [-5.52598, -2.66588, 3.98817], [-4.80041, -1.41898, 4.45414], [-3.95853, -0.89942, 3.41181], [-4.57388, -0.15179, 2.47337], [-5.75313, 0.09080, 2.46433], [-3.55937, 0.37253, 1.46023], [-2.69644, -0.57999, 1.04986], [-2.80746, 1.37405, 1.97322], [-4.13778, 0.86187, 0.34905], [-4.81394, -3.40807, 3.61781], [-6.10164, -3.10355, 4.80416], [-6.20799, -2.44115, 3.16585], [-4.14519, -1.66800, 5.29178], [-5.49762, -0.65385, 4.80695], [9.51007, -4.65521, -3.52077], [10.33854, -4.47478, -4.77784], [9.51674, -4.03262, -5.86999], [9.23782, -2.71400, -5.90261], [9.62753, -1.91719, -5.08774], [8.40165, -2.37569, -7.13397], [7.38831, -3.24495, -7.32779], [9.13964, -2.39400, -8.26382], [7.84395, -1.15218, -7.06178], [8.66886, -5.32709, -3.70917], [10.11922, -5.06707, -2.71374], [9.08953, -3.70438, -3.18565], [10.76620, -5.43460, -5.07567], [11.17275, -3.78637, -4.61681], [-10.75080, -0.84713, 8.28044], [-10.08998, -0.44667, 6.97584], [-9.32600, -1.53707, 6.43638], [-10.02598, -2.47045, 5.75845], [-11.21762, -2.43686, 5.59251], [-9.08892, -3.53939, 5.20197], [-8.18214, -3.95848, 6.11095], [-8.38530, -3.08704, 4.14129], [-9.74176, -4.63884, 4.78566], [-10.00727, -1.22568, 8.98649], [-11.26479, 0.00505, 8.72943], [-11.47847, -1.64676, 8.12476], [-9.38713, 0.36957, 7.15668], [-10.82075, -0.08697, 6.24631]], "lowdin_charge": [-0.16, 0.72, -0.20, -0.21, -0.46, 0.21, -0.51, 0.20, -0.58, 0.69, 0.23, -0.45, -0.04, -0.01, -0.05, -0.04, -0.05, 0.01, 0.14, -0.04, 0.08, 0.08, 0.10, 0.08, 0.09, 0.08, 0.08, -0.05, -0.19, 0.02, -0.37, 0.17, -0.51, 0.15, 0.16, 0.16, 0.09, 0.08, 0.08, 0.12, 0.13, -0.07, -0.20, 0.03, -0.37, 0.17, -0.51, 0.15, 0.15, 0.16, 0.09, 0.07, 0.07, 0.11, 0.13, -0.06, -0.19, 0.02, -0.37, 0.17, -0.49, 0.16, 0.12, 0.16, 0.09, 0.06, 0.07, 0.13, 0.13, -0.06, -0.20, 0.02, -0.37, 0.16, -0.51, 0.16, 0.16, 0.14, 0.08, 0.08, 0.08, 0.13, 0.13, -0.06, -0.20, 0.02, -0.37, 0.17, -0.51, 0.15, 0.14, 0.16, 0.08, 0.08, 0.08, 0.13, 0.13]}

2.
{"formula": "C27H33Br2Cl3F6GeInN4O4PS2", "method": "ωB97M-V/def2-TZVPD", "total_charge": 1, "multiplicity": 2, "de_lowest_kj_mol": 121.4, "gap_ev": [7.56, 6.78], "homo_energy_ev": [-11.364, -11.634], "elements": ["In", "Br", "C", "C", "C", "N", "C", "C", "C", "C", "C", "Br", "C", "C", "N", "H", "H", "H", "H", "H", "H", "F", "C", "F", "F", "S", "O", "O", "N", "S", "O", "O", "C", "F", "F", "F", "C", "C", "C", "C", "C", "C", "C", "C", "N", "C", "C", "C", "C", "H", "H", "H", "H", "H", "H", "H", "H", "H", "H", "H", "H", "H", "H", "H", "H", "H", "H", "C", "P", "C", "C", "H", "H", "H", "H", "H", "H", "H", "H", "H", "Cl", "Ge", "Cl", "Cl"], "xyz": [[-0.47325, -0.89103, 0.06586], [-2.35751, 4.01832, 5.13759], [-1.90140, 2.94019, 3.66720], [-0.66009, 3.05381, 3.06811], [-0.37380, 2.21333, 2.00865], [-1.22876, 1.31903, 1.51396], [-2.43252, 1.23227, 2.08845], [-2.80656, 2.01867, 3.17224], [-3.37360, 0.20624, 1.58706], [-4.74785, 0.36152, 1.70657], [-5.56552, -0.70492, 1.36422], [-7.43299, -0.53097, 1.45992], [-4.99347, -1.89726, 0.95482], [-3.61974, -1.93310, 0.81084], [-2.83097, -0.89637, 1.07202], [0.07842, 3.74910, 3.43963], [0.60293, 2.25785, 1.54873], [-3.77009, 1.89319, 3.64301], [-5.17856, 1.29376, 2.04209], [-5.59441, -2.76873, 0.74107], [-3.13715, -2.85274, 0.51231], [3.27003, 0.17374, 3.73132], [2.12035, -0.27624, 4.21551], [2.33918, -1.04530, 5.26220], [1.36490, 0.76428, 4.57240], [1.25241, -1.24269, 2.89475], [1.11793, -0.29755, 1.78571], [2.05033, -2.39402, 2.63264], [-0.13576, -1.53904, 3.59111], [-0.83349, -2.77563, 2.90439], [-0.53798, -2.74616, 1.45933], [-2.20112, -2.90073, 3.26685], [0.02480, -4.36133, 3.45946], [-0.92259, -5.22881, 3.78809], [0.73830, -4.86521, 2.46713], [0.79375, -4.13526, 4.51231], [4.16359, 2.53050, -3.99200], [3.24973, 2.23924, -2.83415], [2.78895, 3.27372, -2.01380], [1.92798, 3.02640, -0.94166], [1.46288, 4.15845, -0.06562], [1.52875, 1.73074, -0.69476], [2.02413, 0.63026, -1.45425], [2.87589, 0.94211, -2.55259], [1.71703, -0.61937, -1.06287], [2.57679, -1.75915, -1.38630], [2.05839, -2.98593, -0.63562], [4.00320, -1.47414, -0.87215], [2.59697, -2.07068, -2.90798], [4.12443, 3.58091, -4.27314], [3.90406, 1.92444, -4.85921], [5.19417, 2.29380, -3.72081], [3.10457, 4.28997, -2.21904], [1.46481, 5.10409, -0.60566], [2.13425, 4.26825, 0.78912], [0.45829, 3.97386, 0.31357], [0.91485, 1.49862, 0.16082], [3.21288, 0.15905, -3.21384], [1.97603, -2.78511, 0.43069], [2.74326, -3.82025, -0.77598], [1.08439, -3.29200, -1.01937], [3.98211, -1.33988, 0.21079], [4.42849, -0.58017, -1.32423], [4.64353, -2.32289, -1.10774], [1.73852, -1.62753, -3.41065], [2.53465, -3.14726, -3.05268], [3.51298, -1.72600, -3.38617], [-1.44324, 2.78970, -2.16503], [-1.54758, 1.00706, -1.76138], [-3.36197, 0.79276, -1.70049], [-1.10410, 0.24908, -3.36565], [-2.01760, 2.95995, -3.07558], [-0.40922, 3.08355, -2.32593], [-1.86561, 3.37894, -1.35134], [-3.81517, 1.23755, -2.58689], [-3.74710, 1.29626, -0.81206], [-3.61460, -0.26376, -1.65432], [-1.83431, 0.53377, -4.12349], [-1.09401, -0.83715, -3.27918], [-0.11294, 0.59145, -3.66640], [-1.59814, -4.93596, -0.54796], [-1.43429, -3.03717, -1.52928], [-0.34413, -3.48326, -3.35862], [-3.43065, -2.64907, -2.36666]], "lowdin_charge": [0.69, 0.83, -0.66, -0.07, -0.14, 0.09, -0.20, -0.03, -0.23, -0.05, -0.65, 0.83, -0.06, -0.18, 0.06, 0.12, 0.08, 0.12, 0.12, 0.12, 0.04, 0.17, -0.67, 0.18, 0.15, 0.63, -0.34, -0.25, -0.26, 0.64, -0.48, -0.23, -0.66, 0.16, 0.16, 0.16, -0.03, -0.24, 0.03, -0.25, -0.03, -0.02, -0.27, 0.03, 0.11, -0.57, -0.06, 0.00, -0.06, 0.08, 0.09, 0.09, 0.13, 0.09, 0.10, 0.06, 0.03, 0.10, 0.05, 0.11, -0.01, 0.09, 0.08, 0.10, 0.05, 0.07, 0.08, -0.22, 0.81, -0.26, -0.25, 0.06, 0.03, 0.05, 0.06, 0.04, -0.03, 0.06, -0.04, 0.05, 0.21, -0.21, 0.20, 0.18]}

3.
{"formula": "C27H33Br2N9O2", "method": "ωB97M-V/def2-TZVPD", "de_lowest_kj_mol": 44.3, "gap_ev": 8.05, "homo_energy_ev": -9.033, "elements": ["C", "C", "Br", "C", "Br", "C", "C", "C", "O", "C", "C", "C", "O", "H", "H", "H", "H", "H", "H", "C", "C", "N", "H", "H", "H", "C", "C", "N", "H", "H", "H", "C", "C", "N", "H", "H", "H", "C", "C", "N", "H", "H", "H", "C", "C", "N", "H", "H", "H", "C", "C", "N", "H", "H", "H", "C", "C", "N", "H", "H", "H", "C", "C", "N", "H", "H", "H", "C", "C", "N", "H", "H", "H"], "xyz": [[4.83485, -0.53197, 1.41208], [3.35432, -0.71226, 1.52181], [2.74015, -2.37087, 2.27873], [2.47422, 0.16374, 1.15105], [3.09350, 1.83065, 0.41371], [1.01965, -0.01715, 1.23348], [0.30177, 0.14755, 0.15136], [-1.16638, -0.06963, 0.20997], [-1.94424, 0.49488, -0.48080], [-1.62702, -1.09934, 1.20009], [-0.92450, -1.24265, 2.28760], [0.29030, -0.40138, 2.49121], [0.63876, -0.02012, 3.55443], [5.04648, -0.39354, 0.34973], [5.37248, -1.42360, 1.70116], [5.19419, 0.34526, 1.93847], [0.79082, 0.44204, -0.76429], [-2.49649, -1.70690, 1.03170], [-1.23596, -1.96949, 3.02123], [1.39581, 3.15728, 5.01849], [2.72597, 2.89589, 4.46764], [3.75551, 2.69306, 4.02881], [0.93403, 3.98680, 4.48687], [0.77462, 2.26985, 4.90746], [1.47673, 3.40956, 6.07385], [1.24588, 4.49874, -2.57751], [2.56798, 4.34572, -1.96937], [3.59487, 4.22671, -1.49342], [1.27572, 4.17507, -3.61471], [0.51957, 3.89442, -2.03508], [0.93912, 5.54191, -2.53971], [-6.39635, -2.41937, 1.56337], [-5.04974, -2.54794, 2.11803], [-3.99712, -2.64799, 2.54040], [-6.39741, -2.75929, 0.53371], [-7.09495, -3.02222, 2.14104], [-6.71229, -1.37889, 1.59427], [2.36140, -2.92564, 6.42160], [3.68230, -3.25631, 5.88270], [4.70631, -3.50850, 5.45584], [1.92453, -2.10992, 5.84724], [1.71018, -3.79515, 6.35954], [2.45334, -2.62196, 7.46235], [7.53669, 0.75039, 4.37609], [7.65909, -0.13391, 3.21588], [7.75429, -0.81983, 2.31339], [6.63422, 0.50370, 4.93190], [8.40179, 0.62785, 5.02451], [7.47932, 1.78552, 4.04566], [-3.16385, -3.32494, -1.48399], [-4.41989, -2.57402, -1.44921], [-5.39405, -1.98503, -1.42215], [-3.27608, -4.20035, -2.12043], [-2.37050, -2.69328, -1.87905], [-2.89937, -3.64566, -0.47757], [1.63797, 1.41304, -5.76230], [1.19268, 2.80679, -5.76110], [0.84712, 3.89142, -5.76019], [1.88501, 1.10491, -4.74782], [0.84519, 0.77574, -6.14870], [2.51904, 1.30967, -6.39178], [-2.47868, 4.50082, -8.11272], [-2.05023, 3.23281, -8.70681], [-1.71740, 2.24519, -9.16344], [-1.63590, 4.97346, -7.61133], [-2.85387, 5.16753, -8.88637], [-3.26821, 4.31955, -7.38646], [-7.79052, -3.55051, -3.41137], [-8.40857, -4.61880, -2.62323], [-8.88871, -5.44649, -2.00732], [-7.36578, -3.96360, -4.32436], [-8.53773, -2.80415, -3.67274], [-7.00188, -3.07824, -2.82883]], "lowdin_charge": [-0.17, -0.70, 0.83, -0.65, 0.83, -0.24, 0.04, -0.38, 0.13, 0.00, 0.01, -0.41, 0.12, 0.08, 0.04, 0.06, 0.12, 0.06, 0.12, -0.06, -0.28, 0.14, 0.08, 0.06, 0.08, -0.06, -0.30, 0.10, 0.02, 0.08, 0.09, -0.06, -0.25, 0.15, 0.04, 0.09, 0.09, -0.07, -0.31, 0.13, 0.07, 0.08, 0.08, -0.06, -0.28, 0.14, 0.08, 0.08, 0.08, -0.05, -0.25, 0.15, 0.09, 0.09, 0.08, -0.05, -0.27, 0.14, 0.08, 0.09, 0.09, -0.07, -0.29, 0.12, 0.07, 0.08, 0.08, -0.07, -0.29, 0.12, 0.08, 0.08, 0.03]}